1.
C4H8ClNSi | ωB97M-V/def2-TZVPD

## Properties
Orbital gap, eV: 10.54
Highest occupied orbital energy, eV: -10.148
Lowest unoccupied orbital energy, eV: 0.388
Total charge: 0

Element x y z (Å)
1 C 2.72 0.26 1.02
2 C -2.45 0.46 -1.05
3 C 1.86 -0.80 0.76
4 C -0.05 -0.05 1.00
5 N 3.42 1.18 1.09
6 Si -0.72 -0.31 -0.76
7 Cl 0.60 0.69 -1.90
8 H -2.66 0.58 -2.15
9 H -3.27 0.10 -0.31
10 H -2.40 1.57 -0.77
11 H 1.82 -1.15 -0.39
12 H 2.03 -1.51 1.52
13 H 0.25 1.10 1.26
14 H -0.53 -0.50 1.87
15 H -0.61 -1.62 -1.18

=====

2.
C4H8ClO2V | ωB97M-V/def2-TZVPD

## Properties
Expectation value of S²: 2.056
Orbital gap (alpha / beta), eV: 7.58 / 7.54
Highest occupied orbital energy (alpha / beta), eV: -9.580 / -9.623
Spin multiplicity: 3
Lowest unoccupied orbital energy (alpha / beta), eV: -1.998 / -2.079
Total charge: 0

Element x y z (Å)
1 O 2.08 3.67 -3.78
2 V 2.02 3.50 -2.20
3 Cl -0.45 2.81 -2.14
4 C -1.16 -1.17 0.90
5 C -0.57 0.20 0.87
6 C 0.87 -0.08 0.83
7 O 0.97 -1.32 0.10
8 C -0.31 -1.93 -0.10
9 H -2.23 -1.19 0.67
10 H -1.08 -1.72 1.84
11 H -0.81 0.83 1.72
12 H -0.89 0.81 0.03
13 H 1.26 -0.16 1.85
14 H 1.40 0.69 0.28
15 H -0.32 -2.98 0.22
16 H -0.77 -1.97 -1.09

=====

3.
C4H8ClO3P | ωB97M-V/def2-TZVPD

## Properties
Orbital gap, eV: 5.47
Highest occupied orbital energy, eV: 0.446
Lowest unoccupied orbital energy, eV: 5.912
Total charge: -2

Element x y z (Å)
1 C 0.00 1.52 0.38
2 C -0.80 0.21 -0.10
3 C -1.78 -0.11 0.99
4 C 0.31 -1.08 -0.39
5 Cl 0.12 -2.36 0.89
6 P 2.11 -0.54 -1.04
7 O 2.91 -0.09 0.09
8 O 1.51 0.54 -1.94
9 O 2.76 -1.75 -1.77
10 H 0.92 1.46 -0.23
11 H -0.50 2.54 0.15
12 H 0.22 1.44 1.42
13 H -1.28 0.38 -1.07
14 H -1.32 -0.61 1.90
15 H -2.50 -0.86 0.75
16 H -2.48 0.83 1.20
17 H -0.19 -1.51 -1.23

=====

4.
C4H8CuO3 | ωB97M-V/def2-TZVPD

## Properties
Expectation value of S²: 2.006
Orbital gap (alpha / beta), eV: 7.55 / 7.52
Highest occupied orbital energy (alpha / beta), eV: -13.541 / -14.604
Spin multiplicity: 3
Lowest unoccupied orbital energy (alpha / beta), eV: -5.994 / -7.088
Total charge: +1

Element x y z (Å)
1 C -1.21 2.38 0.54
2 C 0.30 1.51 -0.59
3 O -0.54 1.03 -1.41
4 O -2.28 1.61 0.35
5 H -1.26 3.41 0.15
6 H -0.73 2.31 1.54
7 H 0.74 2.50 -0.80
8 Cu -1.80 0.01 -0.38
9 O -0.76 -1.29 0.43
10 C 0.52 -1.45 0.52
11 C 1.15 -2.49 -0.34
12 H 1.02 0.15 0.05
13 H 1.15 -3.45 0.20
14 H 2.19 -2.21 -0.53
15 H 0.64 -2.56 -1.31
16 H 0.87 -1.46 1.58

=====

5.
C4H8F2In | ωB97M-V/def2-TZVPD

## Properties
Orbital gap, eV: 7.18
Highest occupied orbital energy, eV: -3.643
Lowest unoccupied orbital energy, eV: 3.536
Total charge: -1

Element x y z (Å)
1 C 2.52 -0.77 0.12
2 C 2.12 0.50 -0.12
3 In 0.12 0.79 -1.10
4 F 0.12 2.59 -2.04
5 C -1.47 0.65 0.49
6 C -1.87 -0.81 0.66
7 F -2.64 1.43 0.23
8 H 1.85 -1.44 0.66
9 H 3.46 -1.16 -0.28
10 H 2.77 1.35 0.11
11 H -0.05 -0.54 -2.25
12 H -1.01 1.00 1.42
13 H -1.96 -1.12 1.71
14 H -1.13 -1.47 0.20
15 H -2.83 -1.01 0.18

=====

6.
C4H8F3IrO5S | ωB97M-V/def2-TZVPD

## Properties
Expectation value of S²: 6.010
Orbital gap (alpha / beta), eV: 11.04 / 7.51
Highest occupied orbital energy (alpha / beta), eV: -18.888 / -19.701
Spin multiplicity: 5
Lowest unoccupied orbital energy (alpha / beta), eV: -7.846 / -12.193
Total charge: +2

Element x y z (Å)
1 O 0.62 -1.29 0.34
2 O 0.56 -0.96 3.89
3 C -0.15 0.18 4.06
4 O -0.28 0.74 2.71
5 C -0.83 2.03 2.57
6 Ir 0.83 -0.67 2.05
7 H 0.35 0.96 4.67
8 H -1.18 0.01 4.43
9 H -0.91 2.23 1.50
10 H -1.83 2.07 3.02
11 H -0.17 2.77 3.05
12 S -0.42 -1.71 -0.66
13 O -1.33 -2.77 -0.29
14 O 0.38 -1.96 -1.97
15 C -1.42 -0.17 -1.04
16 F -2.20 0.06 -0.01
17 F -0.60 0.84 -1.22
18 F -2.14 -0.39 -2.11
19 C -0.16 -2.86 -2.99
20 H 0.69 -3.08 -3.63
21 H -0.95 -2.34 -3.54
22 H -0.53 -3.77 -2.51

=====

> total charge of number 2 (C4H8ClO2V)?

0